DFT (the ωB97M-V functional and the def2-TZVPD basis) results for a molecular structure, C60H50FGeN2OP3Y at a distorted geometry.

The HOMO energy is -0.56172 Ha. Its net charge is +3. The calculation puts the frontier orbital gap at 7.431 eV.

Element x y z (Å)
Y1 -0.7526 1.2118 -0.0319
F1 0.0855 -3.0846 2.7512
Ge1 0.7424 -1.7191 1.7984
C1 0.2960 -0.2964 3.1924
C2 1.2711 -0.5759 4.1569
C3 1.3718 0.1341 5.3568
C4 0.5497 1.2153 5.5765
C5 -0.4567 1.5058 4.6688
C6 -0.6329 0.7295 3.5229
P1 -2.0178 1.0989 2.4723
C7 -3.1221 -0.3337 2.3864
C8 -4.2092 -0.1776 1.5086
C9 -5.2694 -1.0479 1.5667
C10 -5.2344 -2.0780 2.5070
C11 -4.1138 -2.3119 3.3074
C12 -3.0301 -1.4456 3.2247
C13 -3.0576 2.3761 3.1788
C14 -3.5601 3.3556 2.2952
C15 -4.6269 4.1580 2.6727
C16 -5.1577 3.9903 3.9527
C17 -4.6710 3.0354 4.8480
C18 -3.6248 2.2152 4.4486
C19 2.6921 -1.8898 1.7620
C20 3.2026 -2.7534 2.7364
C21 4.5659 -2.9931 2.8309
C22 5.4363 -2.4220 1.9050
C23 4.9381 -1.6276 0.8883
C24 3.5699 -1.3699 0.7984
P2 3.1494 -0.4194 -0.6337
C25 4.1756 1.0339 -0.6397
C26 5.0168 1.3323 -1.7033
C27 5.8499 2.4375 -1.6390
C28 5.7577 3.2917 -0.5627
C29 4.9102 3.0232 0.5193
C30 4.1499 1.8662 0.5116
C31 3.1778 -1.2589 -2.1800
C32 3.6056 -2.5927 -2.3188
C33 3.5981 -3.1321 -3.5960
C34 3.1923 -2.3665 -4.6775
C35 2.7280 -1.0717 -4.5407
C36 2.7175 -0.5057 -3.2839
C37 0.3589 -2.5421 -0.0079
C38 1.1816 -3.6882 0.0195
C39 1.0959 -4.6678 -0.9581
C40 0.1679 -4.5848 -1.9761
C41 -0.6524 -3.4805 -2.0392
C42 -0.5228 -2.4475 -1.1021
P3 -1.6710 -1.1020 -1.2872
C43 -1.5180 -0.3782 -2.9428
C44 -2.1940 0.8261 -3.2055
C45 -2.2108 1.3817 -4.4778
C46 -1.5768 0.7170 -5.5135
C47 -0.8699 -0.4579 -5.2727
C48 -0.7936 -0.9695 -3.9927
C49 -3.2589 -1.9637 -1.1950
C50 -3.3540 -2.9685 -0.2285
C51 -4.4937 -3.7641 -0.2137
C52 -5.5221 -3.4999 -1.1028
C53 -5.4491 -2.4726 -2.0301
C54 -4.2995 -1.6980 -2.0761
H1 1.9679 -1.3772 4.0413
H2 2.1237 -0.1446 6.0961
H3 0.6390 1.8205 6.4697
H4 -1.1186 2.3451 4.8655
H5 -4.2465 0.6805 0.8272
H6 -6.1053 -0.9490 0.8809
H7 -6.1071 -2.7084 2.5956
H8 -4.0932 -3.1608 3.9919
H9 -2.1877 -1.5957 3.8701
H10 -3.1881 3.4306 1.2674
H11 -5.0324 4.8933 2.0004
H12 -5.9787 4.6086 4.2998
H13 -5.1137 2.9482 5.8377
H14 -3.2651 1.4292 5.1014
H15 2.5156 -3.2409 3.4295
H16 4.9673 -3.6377 3.5993
H17 6.4926 -2.6156 1.9637
H18 5.6333 -1.2170 0.1565
H19 5.0247 0.6965 -2.5729
H20 6.5227 2.6460 -2.4509
H21 6.3751 4.1776 -0.5429
H22 4.8761 3.6925 1.3763
H23 3.5600 1.6008 1.3751
H24 3.9255 -3.1708 -1.4746
H25 3.9124 -4.1520 -3.7434
H26 3.2093 -2.8202 -5.6625
H27 2.3975 -0.5004 -5.3997
H28 2.3624 0.5060 -3.1439
H29 1.8788 -3.8983 0.8199
H30 1.7468 -5.5228 -0.9248
H31 0.0728 -5.3760 -2.7317
H32 -1.3886 -3.4026 -2.8287
H33 -2.8156 1.2995 -2.4300
H34 -2.7556 2.2920 -4.6444
H35 -1.6438 1.1118 -6.5217
H36 -0.3809 -0.9669 -6.0968
H37 -0.2343 -1.8831 -3.8317
H38 -2.5458 -3.1491 0.4754
H39 -4.5551 -4.5745 0.5059
H40 -6.4055 -4.1348 -1.0819
H41 -6.2722 -2.3107 -2.7093
H42 -4.1696 -0.9245 -2.8287
O1 1.5399 0.8521 0.8653
C55 1.4977 0.2933 -0.2349
C56 2.4816 4.2581 -3.3918
C57 1.5661 4.0903 -2.2396
C58 1.3074 4.8859 -1.1317
C59 0.3001 4.2190 -0.4132
N1 -0.0459 3.1046 -1.0702
N2 0.7544 3.0235 -2.1519
C60 -0.3947 4.5955 0.8454
H43 3.1829 5.0693 -3.1983
H44 1.9082 4.4705 -4.2849
H45 3.0596 3.3595 -3.5646
H46 1.7383 5.8490 -0.9163
H47 0.5783 2.3469 -2.8786
H48 0.3008 5.0643 1.5437
H49 -0.8006 3.7048 1.3705
H50 -1.2048 5.2916 0.6896